[1]
{
  "formula": "C4H13N3",
  "method": "ωB97M-V/def2-TZVPD",
  "symbols": ["C", "C", "C", "C", "N", "N", "N", "H", "H", "H", "H", "H", "H", "H", "H", "H", "H", "H", "H", "H"],
  "positions_angstrom": [[-2.318, 0.041, 0.027], [-0.744, -1.690, -0.545], [1.319, 0.949, -0.949], [1.858, -0.177, 1.109], [-2.731, 1.228, 0.399], [-1.145, -0.526, 0.067], [0.997, 0.625, 0.328], [-3.164, -0.359, -0.546], [-0.228, -1.612, -1.528], [-1.673, -2.348, -0.701], [0.137, -2.212, -0.015], [1.158, 2.028, -1.206], [2.310, 0.619, -1.264], [0.668, 0.547, -1.685], [2.485, 0.423, 1.629], [1.383, -0.732, 1.972], [2.480, -0.657, 0.418], [-3.711, 1.507, 0.253], [-2.084, 1.985, 0.798], [0.343, 1.085, 0.900]],
  "mulliken_charge": [0.24, -0.78, -0.68, -1.01, -0.16, -0.18, 0.08, 0.33, 0.35, 0.40, 0.29, 0.34, 0.32, 0.33, 0.48, 0.36, 0.40, 0.32, 0.27, 0.30],
  "homo_energy_ev": [-18.97, -19.43],
  "charge": 2,
  "orbital_gap_ev": [11.24, 7.08],
  "spin_multiplicity": 3,
  "s2": 2.02,
  "e_lumo_ev": [-7.73, -12.35]
}



[2]
{
  "formula": "C4H13N3O",
  "method": "ωB97M-V/def2-TZVPD",
  "symbols": ["C", "C", "C", "N", "C", "N", "N", "H", "H", "H", "H", "H", "H", "H", "H", "H", "H", "H", "H", "H", "O"],
  "positions_angstrom": [[1.852, 0.407, -0.193], [0.645, 0.542, -1.119], [-0.656, 0.896, -0.313], [-2.230, -1.371, 0.159], [-2.327, -0.638, -1.002], [-1.719, 0.473, -1.190], [2.915, 1.409, -0.526], [2.403, -0.557, -0.111], [1.556, 0.509, 0.858], [0.908, 1.338, -1.820], [0.575, -0.309, -1.789], [-0.768, 1.971, -0.183], [-0.533, 0.420, 0.670], [-2.331, -2.371, 0.133], [-1.735, -1.029, 0.967], [-3.072, -0.890, -1.735], [3.341, 1.695, 0.353], [2.475, 2.269, -0.842], [-0.030, -0.911, 2.677], [-0.549, -2.271, 2.172], [-0.720, -1.581, 2.836]],
  "mulliken_charge": [-0.30, -0.57, -0.20, -0.39, 0.01, -0.54, -0.68, 0.28, 0.22, 0.38, 0.26, 0.26, -0.04, 0.20, 0.26, 0.42, 0.23, 0.24, 0.33, 0.34, -0.70],
  "homo_energy_ev": -8.95,
  "orbital_gap_ev": 9.42,
  "spin_multiplicity": 1,
  "smiles": "N/C=N\\CCCN.O",
  "e_lumo_ev": 0.47
}



[3]
{
  "formula": "C4H13N3O",
  "method": "ωB97M-V/def2-TZVPD",
  "symbols": ["C", "C", "C", "C", "N", "N", "N", "O", "H", "H", "H", "H", "H", "H", "H", "H", "H", "H", "H", "H", "H"],
  "positions_angstrom": [[-1.018, 0.575, -1.039], [0.301, -0.311, -1.103], [2.035, 0.212, 0.561], [-0.800, 1.874, -0.272], [0.943, -0.645, 0.146], [-0.042, -2.068, 1.796], [-2.160, -0.109, -0.481], [-0.042, -0.785, 1.265], [-1.255, 0.805, -2.088], [-0.234, -2.743, 1.061], [0.873, -2.273, 2.193], [-2.363, -0.962, -0.987], [-1.983, -0.342, 0.495], [0.014, -1.249, -1.594], [1.023, 0.206, -1.733], [2.258, -0.014, 1.594], [2.902, -0.030, -0.051], [1.821, 1.283, 0.483], [-0.576, 1.656, 0.771], [-1.711, 2.467, -0.309], [0.014, 2.450, -0.709]],
  "mulliken_charge": [0.42, -0.95, -0.80, -1.47, 0.07, -0.43, -0.71, -0.19, 0.42, 0.25, 0.24, 0.26, 0.28, 0.30, 0.42, 0.27, 0.35, 0.27, 0.27, 0.40, 0.32],
  "homo_energy_ev": -8.44,
  "orbital_gap_ev": 9.38,
  "spin_multiplicity": 1,
  "smiles": "C[C@H](N)CN(C)ON",
  "e_lumo_ev": 0.93
}



[4]
{
  "formula": "C4H13N3O",
  "method": "ωB97M-V/def2-TZVPD",
  "symbols": ["C", "C", "O", "H", "H", "H", "H", "H", "H", "C", "N", "N", "N", "C", "H", "H", "H", "H", "H", "H", "H"],
  "positions_angstrom": [[1.369, -0.577, -0.506], [2.469, 0.314, -1.066], [1.759, -1.152, 0.760], [2.588, -1.638, 0.655], [1.194, -1.387, -1.230], [-0.202, -0.601, -0.175], [3.404, -0.242, -1.244], [2.711, 1.133, -0.383], [2.161, 0.747, -2.022], [-1.261, 0.849, 0.693], [-2.119, 1.637, 0.021], [-0.048, 1.398, 1.054], [-2.525, -1.118, -0.021], [-1.314, -0.565, 0.555], [0.585, 0.975, 0.258], [0.352, 0.879, 1.834], [-1.942, 2.627, -0.013], [-2.948, 1.207, -0.362], [-2.320, -1.668, -0.846], [-3.021, -1.710, 0.635], [-0.893, -1.107, 1.404]],
  "mulliken_charge": [-0.74, -1.28, -0.48, 0.27, 0.26, 0.19, 0.40, 0.31, 0.27, 0.15, -0.36, -0.74, -0.66, 0.42, 0.34, 0.36, 0.26, 0.25, 0.22, 0.23, 0.34],
  "homo_energy_ev": -6.90,
  "orbital_gap_ev": 7.84,
  "spin_multiplicity": 1,
  "e_lumo_ev": 0.93
}



[5]
{
  "formula": "C4H13N3O3PdS2",
  "method": "ωB97M-V/def2-TZVPD",
  "symbols": ["Pd", "N", "C", "C", "N", "C", "C", "N", "H", "H", "H", "H", "H", "H", "H", "H", "H", "H", "H", "H", "H", "O", "S", "O", "O", "S"],
  "positions_angstrom": [[-1.258, -0.158, -0.103], [-0.226, -0.713, 1.742], [0.970, -1.542, 1.518], [1.981, -0.806, 0.647], [1.428, -0.470, -0.652], [1.772, 0.824, -1.207], [1.026, 1.960, -0.517], [-0.436, 1.787, -0.600], [-0.988, -1.254, 2.137], [-0.030, 0.057, 2.371], [1.449, -1.819, 2.462], [0.644, -2.458, 1.025], [2.256, 0.123, 1.156], [2.900, -1.398, 0.577], [1.529, -1.215, -1.323], [2.847, 1.047, -1.163], [1.492, 0.813, -2.263], [1.287, 2.006, 0.542], [1.342, 2.905, -0.967], [-0.906, 2.513, -0.070], [-0.753, 1.895, -1.560], [-4.636, -1.366, -1.833], [-3.855, -0.753, -0.804], [-2.795, 0.194, -1.395], [-4.567, -0.111, 0.268], [-2.473, -2.060, 0.012]],
  "mulliken_charge": [0.39, -0.46, -0.57, -0.71, 0.02, -0.82, -0.44, -0.47, 0.30, 0.19, 0.40, 0.31, 0.31, 0.38, 0.18, 0.30, 0.42, 0.31, 0.37, 0.22, 0.30, -0.58, 1.26, -0.66, -0.59, -0.37],
  "homo_energy_ev": -8.10,
  "orbital_gap_ev": 8.14,
  "spin_multiplicity": 1,
  "e_lumo_ev": 0.04
}



[6]
{
  "formula": "C4H13N4O",
  "method": "ωB97M-V/def2-TZVPD",
  "symbols": ["C", "C", "N", "N", "N", "H", "H", "H", "H", "H", "H", "H", "H", "C", "C", "O", "N", "H", "H", "H", "H", "H"],
  "positions_angstrom": [[-0.508, -1.382, 1.652], [0.703, 0.723, 2.172], [1.991, 1.205, 2.441], [0.629, -0.583, 2.143], [-0.350, 1.454, 1.841], [2.271, 1.783, 1.646], [2.104, 1.768, 3.278], [1.435, -1.164, 2.317], [-1.267, 1.119, 1.617], [-0.129, 2.437, 1.788], [-1.028, -0.752, 0.935], [-1.099, -1.830, 2.447], [-0.132, -2.239, 1.097], [-0.833, -0.908, -3.679], [-0.276, -0.594, -2.317], [0.528, -1.272, -1.720], [-0.550, 0.700, -1.870], [0.097, 0.997, -1.155], [-0.887, 1.328, -2.556], [-0.434, -0.181, -4.385], [-1.913, -0.800, -3.643], [-0.352, -1.810, -4.050]],
  "mulliken_charge": [-0.83, 0.59, -0.54, -0.08, -0.35, 0.29, 0.29, 0.28, 0.21, 0.24, 0.26, 0.29, 0.33, -1.17, 0.73, -0.59, -0.41, 0.19, 0.22, 0.37, 0.34, 0.31],
  "homo_energy_ev": -12.93,
  "charge": 1,
  "orbital_gap_ev": 9.76,
  "spin_multiplicity": 1,
  "e_lumo_ev": -3.17
}



[7]
{
  "formula": "C4H13N4O",
  "method": "ωB97M-V/def2-TZVPD",
  "symbols": ["C", "C", "N", "N", "N", "H", "H", "H", "H", "H", "H", "H", "H", "C", "C", "O", "N", "H", "H", "H", "H", "H"],
  "positions_angstrom": [[-1.462, 0.067, -2.713], [-0.895, -1.728, -1.128], [-1.287, -0.994, -0.094], [-0.989, -1.271, -2.359], [-0.384, -2.944, -0.889], [-1.910, -0.213, -0.198], [-1.184, -1.348, 0.843], [-0.594, -1.806, -3.114], [-0.237, -3.553, -1.677], [0.233, -3.108, -0.105], [-2.303, 0.397, -2.111], [-1.874, 0.012, -3.720], [-0.640, 0.783, -2.770], [2.478, 1.919, 2.676], [1.132, 2.241, 2.097], [0.668, 3.332, 1.907], [0.344, 1.110, 1.870], [-0.465, 1.203, 1.277], [0.787, 0.213, 1.762], [3.132, 1.334, 2.023], [2.458, 1.473, 3.663], [2.990, 2.879, 2.760]],
  "mulliken_charge": [-0.90, 0.73, -0.34, -0.15, -0.42, 0.20, 0.24, 0.22, 0.22, 0.23, 0.32, 0.33, 0.32, -1.03, 0.58, -0.55, -0.34, 0.21, 0.21, 0.32, 0.31, 0.31],
  "homo_energy_ev": -12.55,
  "charge": 1,
  "orbital_gap_ev": 9.18,
  "spin_multiplicity": 1,
  "e_lumo_ev": -3.36
}



[8]
{
  "formula": "C4H13NO",
  "method": "ωB97M-V/def2-TZVPD",
  "symbols": ["C", "C", "N", "C", "C", "H", "H", "H", "H", "H", "H", "H", "H", "H", "H", "H", "H", "H", "O"],
  "positions_angstrom": [[-1.568, 1.013, -2.141], [-0.618, -0.197, -1.839], [-0.192, -0.127, -0.455], [0.596, -1.093, 0.295], [2.001, -0.613, 0.570], [-1.136, 1.943, -1.769], [-1.872, 1.034, -3.184], [-2.407, 0.836, -1.440], [0.286, -0.239, -2.488], [-1.240, -1.051, -2.032], [-0.186, 0.784, -0.004], [0.630, -2.060, -0.269], [0.024, -1.324, 1.206], [2.526, -1.381, 1.131], [1.993, 0.271, 1.207], [2.657, -0.601, -0.291], [-0.491, 1.642, 3.536], [-0.457, 0.502, 4.466], [-0.547, 0.662, 3.503]],
  "mulliken_charge": [-1.18, -0.28, -0.17, -0.54, -1.05, 0.32, 0.35, 0.31, 0.29, 0.26, 0.18, 0.31, 0.27, 0.35, 0.30, 0.29, 0.31, 0.31, -0.61],
  "homo_energy_ev": -7.76,
  "orbital_gap_ev": 8.50,
  "spin_multiplicity": 1,
  "smiles": "CCNCC.O",
  "e_lumo_ev": 0.74
}



[9]
{
  "formula": "C4H13NO",
  "method": "ωB97M-V/def2-TZVPD",
  "symbols": ["C", "C", "C", "C", "N", "H", "H", "H", "H", "H", "H", "H", "H", "H", "H", "H", "H", "H", "O"],
  "positions_angstrom": [[-2.174, -0.533, 0.053], [-0.675, -0.328, 0.091], [-0.014, 0.359, -1.073], [1.265, -0.302, -1.553], [-0.316, 0.487, 1.340], [-2.715, -1.289, 0.647], [-2.780, 0.346, 0.157], [-2.490, -0.787, -0.997], [-0.145, -1.291, 0.306], [-0.734, 0.453, -1.906], [0.192, 1.450, -0.849], [0.969, -1.394, -1.767], [1.543, 0.167, -2.496], [2.107, -0.245, -0.836], [-0.870, 0.252, 2.161], [-0.104, 1.431, 1.065], [2.606, 0.742, 2.564], [1.723, 0.245, 1.349], [2.610, 0.237, 1.744]],
  "mulliken_charge": [-1.60, 0.73, -0.60, -1.08, -0.62, 0.36, 0.40, 0.36, 0.22, 0.30, 0.28, 0.28, 0.35, 0.26, 0.17, 0.21, 0.27, 0.43, -0.72],
  "homo_energy_ev": -9.24,
  "orbital_gap_ev": 10.27,
  "spin_multiplicity": 1,
  "smiles": "CC[C@H](C)N.O",
  "e_lumo_ev": 1.03
}



[10]
{
  "formula": "C4H13NO",
  "method": "ωB97M-V/def2-TZVPD",
  "symbols": ["C", "C", "C", "C", "N", "H", "H", "H", "H", "H", "H", "H", "H", "H", "H", "H", "H", "H", "O"],
  "positions_angstrom": [[-0.182, 0.756, -0.639], [-0.997, -0.507, -0.492], [-1.570, -0.727, 0.898], [-2.596, 0.330, 1.305], [-1.950, 1.510, 1.894], [0.430, 0.780, -1.541], [-0.818, 1.635, -0.701], [0.481, 0.955, 0.194], [-0.434, -1.377, -0.824], [-1.840, -0.458, -1.178], [-0.757, -0.669, 1.631], [-2.044, -1.700, 0.941], [-3.211, 0.619, 0.438], [-3.314, -0.122, 1.993], [-2.607, 2.255, 2.073], [-1.486, 1.240, 2.747], [5.425, -1.363, -3.162], [6.125, -0.416, -2.186], [6.095, -1.336, -2.466]],
  "mulliken_charge": [-1.11, -0.49, -0.53, -0.61, -0.53, 0.34, 0.30, 0.30, 0.32, 0.29, 0.29, 0.32, 0.37, 0.35, 0.20, 0.19, 0.32, 0.32, -0.64],
  "homo_energy_ev": -9.09,
  "orbital_gap_ev": 9.97,
  "spin_multiplicity": 1,
  "smiles": "CCCCN.O",
  "e_lumo_ev": 0.88
}



DFT total energy values (in Ha) by entry order: -323.64297 -399.66922 -399.58491 -399.59019 -1474.47541 -454.26540 -454.27334 -290.15617 -290.16676 -290.18142.
Energy relative to the best compared isomer or geometry (same formula, charge and spin) values (in kcal per mole) by entry order: 0.0 49.0 101.9 98.6 0.0 39.1 34.2 25.6 18.9 9.7.